Formula: C3H7N5
Source: the OMol25 dataset
Level of theory: the ωB97M-V functional and the def2-TZVPD basis

Geometry as XYZ:
```
15
Properties=species:S:1:pos:R:3:lowdin_charge:R:1
N 1.2859 0.5984 0.0028 -0.20
N 2.2973 -0.3323 0.0175 0.12
N 0.2964 -1.2812 -0.0151 0.14
N 1.6069 1.9245 -0.0081 0.08
N -1.0473 0.7374 0.0040 -0.01
C 1.6400 -1.4461 -0.0079 -0.20
C -2.2402 -0.0077 0.0006 -0.19
C 0.0206 0.0804 -0.0212 -0.42
H 1.0739 2.3126 -0.7977 0.09
H -2.3676 -0.5903 0.9568 0.09
H -3.0729 0.7074 -0.0524 0.07
H 2.1027 -2.4106 0.0129 0.11
H -0.4139 -1.9833 0.0173 0.14
H 1.0977 2.3910 0.7609 0.09
H -2.2796 -0.7003 -0.8704 0.08
```

Properties
Gap between HOMO and LUMO in eV: 8.68
SMILES string: C/N=c1\[nH]cnn1N
E in a.u.: -392.23586
LUMO level in eV: 0.771
Molar mass in g mol⁻¹: 113.12
Multiplicity: 1
Net charge: 0